293
Properties=species:S:1:pos:R:3:forces:R:3:mulliken_charge:R:1 method="wB97M-V/def2-TZVPD" molar_mass_g_mol=1626.3 total_charge=0 max_force_ev_per_a=4.3 de_lowest_kj_mol=153.5 energy_ha=-5465.3238 orbital_gap_ev=8.896
C -21.461489 11.384464 24.145372 1.098 1.701 -1.377 2.09
C -22.524533 10.634657 24.868902 -0.251 -2.055 -2.211 -1.01
O -22.196538 9.285493 25.238133 0.183 0.587 -0.013 -0.64
O -21.163878 10.822835 22.837516 -1.868 -1.893 1.974 -0.36
H -20.529779 11.545501 24.759915 -0.755 -0.507 -0.491 -0.57
H -21.878327 12.396401 23.932008 0.170 -0.327 0.508 -0.32
H -23.477273 10.628812 24.297056 0.524 -0.009 -0.074 0.25
H -22.729581 11.154618 25.725789 -0.424 1.264 2.476 0.54
H -21.663107 8.922427 24.525001 -0.030 -0.064 -0.161 0.32
H -20.536280 11.300732 22.344404 1.540 1.405 -0.691 -0.13
C -19.090976 21.301671 23.219020 -0.531 0.130 -0.565 0.42
C -18.088271 20.866526 22.208727 2.245 0.215 -1.043 -0.94
O -17.610052 19.530979 22.285091 -1.875 -0.083 -0.606 -0.44
O -18.572895 21.027969 24.501241 -0.983 0.570 0.973 -0.35
H -19.971312 20.693582 22.912542 -0.197 0.447 0.952 -0.26
H -19.300048 22.404708 23.057024 0.054 -1.164 0.212 0.43
H -17.220260 21.536028 22.220150 0.092 0.095 0.308 0.37
H -18.436633 20.959296 21.189039 -0.750 0.245 -0.204 0.33
H -16.811044 19.506416 22.779944 1.346 0.012 1.193 0.29
H -19.124766 21.509041 25.179898 0.759 -0.428 -1.165 0.14
C -21.590866 22.241825 28.127526 0.007 -0.150 -1.228 -0.44
C -21.195418 21.734573 26.740132 -0.093 1.864 -0.411 0.59
O -20.329750 22.693931 26.016027 -0.912 -0.898 0.987 -0.61
O -22.453509 23.408174 28.110444 1.145 -0.574 0.169 -0.58
H -20.641134 22.436168 28.638613 -0.504 0.588 0.197 0.42
H -22.031786 21.360118 28.575128 -0.513 0.090 0.598 0.13
H -22.077934 21.609760 26.109235 -0.168 -0.337 0.098 0.23
H -20.694890 20.790057 26.873382 0.469 -0.315 -0.235 -0.42
H -20.850145 23.510443 26.038712 0.371 -0.021 -0.116 0.34
H -23.256928 23.250726 27.600996 0.139 -0.407 0.088 0.34
C -24.307930 14.845024 25.403443 0.112 -0.392 0.191 0.64
C -25.244419 14.396157 24.303493 -1.081 0.919 -1.107 -0.96
O -25.057396 15.230684 23.120397 0.664 -0.773 -0.294 -0.14
O -23.025864 14.922530 24.841798 1.212 0.811 -1.026 0.33
H -24.215569 14.013486 26.133714 -0.426 0.711 0.045 0.05
H -24.542722 15.822451 25.866827 -0.377 -0.597 -0.052 -0.34
H -26.323455 14.536573 24.535817 0.697 -0.433 0.293 0.36
H -25.015493 13.364727 24.035567 -0.161 -0.096 0.083 0.19
H -24.651869 14.690640 22.392188 -0.487 0.391 1.024 0.05
H -23.080652 15.559401 24.085138 0.029 -0.682 0.776 -0.34
C -21.878350 6.252910 32.739079 1.781 -0.796 -0.153 -0.79
O -21.332908 7.443135 32.264143 0.835 0.422 -1.021 -0.26
C -20.418846 7.299325 31.146498 -0.754 0.987 1.807 -0.86
C -20.092083 8.678063 30.646924 0.163 -0.162 -1.027 -0.78
N -21.098813 9.632125 30.200901 0.490 -0.925 0.099 0.41
C -21.677019 10.294658 31.333904 1.237 -0.910 1.013 -0.89
C -22.377992 11.438782 30.831223 -0.596 3.163 0.808 0.18
O -23.367403 10.997555 29.965147 -1.014 0.413 -0.558 -0.39
C -24.227584 12.050123 29.587725 -0.341 -0.258 -2.625 -0.53
H -22.194527 5.550136 31.958574 -0.108 0.224 -0.114 0.32
H -22.679639 6.530574 33.354713 -1.280 0.144 0.862 0.26
H -21.111359 5.743606 33.350715 -0.333 -0.166 -0.044 0.27
H -20.891568 6.651099 30.468424 -0.639 -0.759 -1.431 0.49
H -19.450882 6.861809 31.399125 0.027 -0.307 0.507 0.41
H -19.361805 8.515388 29.865360 0.319 0.036 -0.513 0.11
H -19.543123 9.165582 31.437783 0.238 0.237 0.321 0.29
H -21.870006 9.278728 29.632702 0.583 -0.322 0.038 0.21
H -20.846441 10.612968 32.010548 -0.719 -0.172 -0.336 0.43
H -22.364660 9.649325 31.880610 0.016 -0.031 0.342 0.17
H -21.674515 12.170387 30.339699 -0.580 -0.592 0.131 -0.18
H -22.837125 11.982274 31.693784 0.102 -0.107 -0.415 0.50
H -25.007621 12.309429 30.250841 -0.807 -0.241 1.626 0.48
H -24.838007 11.691778 28.652281 1.606 0.937 1.312 0.21
H -23.674925 13.017626 29.488818 -0.175 -0.782 -0.698 0.00
C -21.684540 18.528938 19.519528 0.044 -0.431 0.063 -0.59
O -22.100873 17.431290 18.731068 0.695 -1.348 0.447 -0.50
C -21.720876 16.167579 19.315799 0.269 -0.305 0.510 -0.29
C -22.868376 15.574407 20.144139 0.414 2.187 0.015 0.76
N -23.833826 15.184165 19.148182 0.966 1.116 0.039 -0.24
C -25.120241 14.993450 19.681222 -3.741 0.183 -0.608 -0.42
C -25.432759 13.531219 20.014515 1.634 0.334 -0.211 -0.92
O -24.399078 13.164665 20.933756 -0.703 -0.115 0.347 -0.19
C -23.756585 11.948318 20.652413 0.931 0.315 0.148 0.43
H -20.592421 18.582678 19.730408 -0.610 -0.346 -0.132 0.28
H -22.269113 18.638985 20.433718 0.124 -0.273 0.300 0.15
H -21.965914 19.319695 18.892521 -0.078 1.666 -0.639 0.42
H -20.844454 16.323163 19.953039 -0.039 0.070 -0.159 0.21
H -21.466710 15.411619 18.531310 -0.274 0.970 0.439 -0.12
H -23.230797 16.391930 20.910291 0.270 -1.225 -1.285 -0.32
H -22.583685 14.729531 20.709705 0.623 -0.840 0.625 -0.10
H -23.810523 15.990785 18.507194 -0.580 -0.689 0.148 0.43
H -25.793027 15.195730 18.802990 -0.026 0.226 1.004 0.58
H -25.431261 15.664051 20.564512 0.580 -0.689 -1.159 -0.04
H -25.380771 12.944157 19.086846 0.348 -0.014 0.142 0.50
H -26.395570 13.316973 20.440907 -0.630 0.342 0.384 0.39
H -22.941898 11.861068 21.418066 -0.620 -0.257 -0.852 -0.40
H -23.360196 12.020417 19.622141 0.175 -0.281 0.422 -0.23
H -24.429895 11.093637 20.706238 -0.107 -0.160 0.163 0.37
C -21.843846 9.835482 17.576001 -0.650 -1.093 0.404 -0.51
O -20.795179 10.777256 17.646895 -0.952 0.485 -0.118 -0.28
C -21.182977 12.108318 17.286843 0.326 0.398 0.005 -0.61
C -20.247184 13.050520 18.021110 -0.157 0.758 0.055 -0.76
N -20.618438 13.163668 19.442423 -0.157 1.133 -1.580 0.93
C -19.731202 13.847180 20.326343 0.180 -0.819 0.939 -0.98
C -18.467534 13.004024 20.512882 -0.580 1.686 1.880 -0.99
O -18.932909 11.883434 21.254072 0.665 0.157 -0.385 0.22
C -17.926261 10.943790 21.628708 -1.196 0.430 0.872 -0.52
H -22.735035 10.084095 18.221215 1.018 -0.020 -0.024 0.13
H -21.371000 8.860960 17.945538 -0.973 1.212 -0.782 0.21
H -22.353683 9.741457 16.572513 1.092 -0.079 0.507 0.30
H -22.206004 12.389714 17.592271 0.083 -0.537 -0.141 0.21
H -21.067966 12.249814 16.194227 -0.174 -0.105 0.378 0.44
H -20.316498 14.097064 17.607429 -0.069 -0.981 0.103 0.35
H -19.226028 12.717712 17.743599 -0.104 -0.021 0.688 0.23
H -20.974471 12.374776 19.927724 -0.157 -1.091 -0.369 -0.04
H -20.300260 13.897439 21.281124 0.686 0.082 -0.191 0.15
H -19.493354 14.870890 20.081519 0.091 0.219 -0.613 0.36
H -17.732314 13.592326 21.098771 -0.090 -0.387 0.066 0.48
H -18.015019 12.857045 19.546783 0.158 -0.971 -0.448 0.25
H -17.174735 11.390498 22.312429 -0.461 -0.283 -0.149 0.19
H -17.443782 10.628116 20.737190 0.636 -0.766 -0.731 0.35
H -18.544759 10.147706 22.105257 1.072 0.229 -0.190 -0.26
C -20.204920 7.482783 21.991818 -1.257 -2.149 0.940 -0.24
O -19.376094 6.390842 21.524078 0.580 1.664 1.056 -0.47
C -17.989510 6.765753 21.350905 0.352 -1.596 -1.002 -0.90
C -17.181800 6.945044 22.638233 -0.153 -0.819 0.482 0.68
N -17.031488 5.673270 23.432614 2.921 1.896 -1.054 -0.42
C -16.392817 5.892158 24.737123 0.152 -1.126 0.138 -1.23
C -17.156437 6.789009 25.689778 -1.755 -1.569 0.988 1.65
O -18.558081 6.368299 25.633073 -0.106 0.670 0.181 -0.51
C -19.467230 7.299786 26.265471 2.565 -0.058 0.456 0.04
H -20.109634 7.821202 23.072491 0.320 -0.775 -1.009 -0.02
H -21.251325 7.080934 21.842637 1.037 0.678 0.297 0.34
H -20.065222 8.326171 21.387443 0.188 1.386 -1.025 0.23
H -17.848569 7.587931 20.621061 -0.407 0.208 0.696 0.29
H -17.620609 5.897140 20.780798 0.217 0.136 0.368 0.40
H -17.792468 7.599555 23.233045 -0.035 1.016 0.449 -0.26
H -16.174728 7.413262 22.470357 -0.939 -0.481 0.002 0.05
H -17.907783 5.300177 23.585885 -2.274 -0.874 0.336 0.41
H -15.372548 6.264845 24.649622 0.045 0.377 -0.427 0.32
H -16.204801 4.892568 25.196209 -0.550 0.527 -0.206 0.41
H -17.184714 7.788416 25.357490 0.574 1.509 -0.186 -0.59
H -16.809038 6.680255 26.753616 -0.026 0.378 -0.926 -0.36
H -19.415917 8.323253 25.899474 0.497 0.237 -0.445 -0.19
H -19.195552 7.354549 27.332782 -0.491 -0.069 -0.070 -0.11
H -20.454806 7.008256 26.087509 -1.427 -0.927 -0.012 0.54
C -14.516940 11.950458 19.290563 -0.731 1.629 0.606 -0.77
O -14.299792 11.129619 20.422262 -2.058 0.017 -1.770 -0.15
C -13.073504 11.309094 20.929070 3.404 -1.509 1.488 -0.61
C -12.933019 10.322769 22.126720 -0.208 2.632 -0.312 -0.76
N -13.910123 10.672674 23.180344 1.328 0.585 -1.429 0.00
C -13.915840 9.731527 24.236742 0.391 -1.584 0.715 -1.27
C -14.970526 10.071941 25.214575 -0.213 0.714 0.528 0.84
O -16.206679 10.077520 24.503181 1.687 -0.760 0.292 0.59
C -17.209555 10.696450 25.200113 -2.232 0.767 0.348 -0.46
H -14.491867 13.031425 19.667359 0.312 -1.122 -0.863 0.35
H -15.534215 11.808924 18.922798 0.044 -0.303 0.119 0.12
H -13.826937 11.772267 18.447650 0.060 0.056 0.536 0.34
H -12.848100 12.316656 21.294838 -0.275 0.279 -0.189 0.36
H -12.235059 11.001708 20.203162 -1.028 0.533 0.578 0.35
H -11.889903 10.459098 22.437496 -0.273 -0.610 0.387 0.38
H -13.186829 9.384402 21.713128 0.333 -1.584 -0.300 0.38
H -14.789661 10.617149 22.691878 -0.509 0.215 0.206 0.01
H -12.909593 9.602342 24.712558 -0.796 0.343 -0.323 0.49
H -14.260887 8.733321 23.945420 0.517 -0.500 -0.640 0.25
H -14.740103 11.050027 25.636009 -0.404 0.339 0.085 -0.75
H -14.997705 9.353859 26.033259 -0.129 -0.209 0.177 0.33
H -18.105198 10.455899 24.599213 -0.062 0.220 0.568 -0.23
H -17.113843 11.801696 25.167104 0.094 -0.377 0.329 0.31
H -17.400370 10.365254 26.269915 0.535 0.174 -1.078 -0.25
C -22.156730 18.727230 23.724932 -0.895 1.136 -1.118 -0.09
O -21.355108 17.683279 24.072538 0.362 -2.482 -0.010 0.83
C -19.981453 17.832268 24.406795 0.001 1.320 -0.991 1.80
C -19.225346 16.533535 24.295336 0.407 -0.557 0.523 -0.61
N -19.758251 15.506406 25.163644 -0.359 0.098 0.110 2.03
C -19.027394 14.291079 25.528168 -0.737 -0.001 -1.127 -0.07
C -19.931000 13.586806 26.516523 0.448 1.145 1.586 0.01
O -19.302574 12.446573 26.948804 0.023 -2.585 1.226 0.44
C -20.025938 11.642924 27.983787 0.871 0.524 -1.673 -0.55
H -23.174571 18.314329 23.505774 0.649 0.418 0.643 0.05
H -21.887748 19.246211 22.783483 0.390 -0.319 0.075 -0.21
H -22.156975 19.529046 24.465647 -0.373 0.014 0.414 -0.19
H -19.930215 18.234355 25.409404 0.062 -0.016 0.342 -1.06
H -19.513153 18.578101 23.732406 -0.095 -0.380 0.229 -0.51
H -18.214218 16.712560 24.593690 0.835 0.539 0.651 -0.55
H -19.034820 16.204549 23.286435 -0.633 -0.128 -0.981 0.32
H -20.688426 15.285460 24.837984 -0.208 -0.284 0.150 -0.75
H -18.062351 14.501995 25.958290 0.266 0.468 0.446 -0.77
H -18.769201 13.586844 24.690169 -0.497 0.421 0.208 -0.43
H -20.917566 13.420145 26.149706 -0.968 -0.436 -0.957 0.42
H -20.142232 14.234641 27.396711 0.374 0.108 -0.333 -0.10
H -19.808424 10.578956 27.766140 -0.089 0.621 0.136 -0.13
H -21.111094 11.804132 27.860446 0.396 0.003 0.392 0.12
H -19.620027 11.891724 28.974618 -0.443 0.067 -0.265 0.31
C -33.041000 17.834490 22.488159 -0.636 1.860 -0.176 -0.76
O -32.600208 17.204424 23.617073 0.856 -0.327 1.368 -0.31
C -32.594619 18.025782 24.782860 -0.447 -0.392 0.010 -0.39
C -31.662614 17.396153 25.790791 -0.416 0.559 1.546 -0.97
N -30.241122 17.375059 25.636724 -0.525 -0.151 0.234 -0.34
C -29.620637 18.645074 25.832170 0.012 0.649 1.173 -0.23
C -28.169029 18.587943 25.491776 2.624 0.137 1.596 -0.79
O -27.897778 18.337913 24.179315 -3.634 -0.719 -2.261 -0.40
C -26.661468 18.258067 23.666440 2.706 0.289 -0.579 -0.55
H -32.621277 18.858068 22.391689 0.076 -0.411 -0.096 0.30
H -34.114498 17.969539 22.502112 -0.646 0.039 0.001 0.31
H -32.804502 17.268539 21.628189 0.455 -0.707 -0.878 0.27
H -33.597591 17.964756 25.307314 0.691 0.528 -0.822 0.33
H -32.309773 19.065375 24.524790 -0.300 -0.359 0.088 0.35
H -32.035378 16.382839 25.917874 0.048 -0.193 0.273 0.38
H -31.800685 17.977478 26.730848 -0.417 -0.580 -0.239 0.42
H -30.032693 16.967130 24.767714 0.748 -0.444 -1.375 0.29
H -29.781119 18.918605 26.938289 0.583 -0.272 -1.395 0.26
H -30.041851 19.469631 25.271404 -0.498 0.366 -0.430 0.30
H -27.684886 17.763772 26.019215 -0.041 -0.021 0.810 0.31
H -27.601443 19.507312 25.788575 -0.769 -0.282 -0.192 0.49
H -26.613935 17.912346 22.621002 -0.682 -0.073 0.434 0.29
H -25.915923 17.665817 24.200362 -0.330 -0.594 0.480 -0.03
H -26.204707 19.232545 23.656213 0.389 1.005 -0.096 0.43
C -22.534438 15.519209 28.705145 0.502 1.486 -1.835 -1.87
C -21.952100 16.886448 28.258388 -0.731 0.154 1.696 0.43
C -20.444172 16.968645 28.367557 0.867 1.839 -0.030 0.32
O -20.069435 18.322583 27.840606 -1.247 -2.492 0.192 -0.27
C -18.735854 18.315749 27.491146 1.243 1.255 0.743 -0.95
N -22.553167 17.331042 27.021647 1.417 0.885 -1.032 0.83
H -22.027096 15.140463 29.536831 0.778 -0.724 1.316 0.75
H -22.444827 14.866048 27.856095 0.318 -0.671 -0.349 0.02
H -23.579781 15.574064 28.885384 -0.898 0.302 0.420 0.59
H -22.266554 17.668507 28.953559 -0.355 -0.143 0.489 0.11
H -19.990601 16.196263 27.737926 0.321 0.234 0.161 -0.58
H -20.022985 17.034266 29.428776 -0.810 -0.853 -1.173 0.42
H -18.094524 18.273106 28.387310 0.016 0.031 -0.047 0.49
H -18.592692 19.260476 27.004660 0.534 0.727 -0.227 0.28
H -18.349820 17.587285 26.799191 -0.473 -0.935 -0.360 0.11
H -22.209770 16.795431 26.208915 -0.064 0.316 0.378 -0.75
H -22.215909 18.326483 26.915166 -0.578 -1.550 -0.363 -0.32
C -24.351922 19.827389 27.983937 0.581 -0.141 0.879 -0.45
C -25.348348 18.783538 28.602413 0.081 1.121 -0.782 0.31
C -26.768785 19.363644 28.426478 0.448 0.373 0.026 0.25
O -26.750647 20.668378 28.959866 -0.654 0.577 0.569 -0.35
C -28.057875 21.226996 29.031462 0.421 -0.109 0.379 -0.67
N -25.252903 17.520008 27.905893 0.232 -0.781 -0.089 0.09
H -23.258832 19.518637 28.287845 -2.023 0.621 -1.114 -0.55
H -24.554900 20.806370 28.474532 0.256 -0.666 -0.300 0.76
H -24.574561 19.980449 26.877756 0.730 -0.549 1.223 0.10
H -25.162422 18.708512 29.692103 0.083 0.093 -0.319 0.12
H -27.549858 18.787105 28.926587 0.069 -0.437 0.115 0.49
H -27.058241 19.489892 27.379353 0.411 -0.570 0.246 -0.78
H -27.918128 22.309373 28.965155 -0.302 -0.121 -0.007 0.29
H -28.545990 20.977299 30.000323 0.193 0.067 -0.531 0.23
H -28.682923 20.855180 28.204668 0.068 0.248 0.140 0.23
H -25.581299 16.779637 28.509432 -0.252 -0.154 -0.012 0.30
H -24.291162 17.251250 27.596594 -0.810 0.819 0.217 -0.56
C -13.050001 13.002248 26.780497 0.127 -0.421 -1.143 -1.79
C -13.924359 14.056740 27.376579 0.055 0.659 -0.618 0.93
C -15.317474 13.969383 26.831820 -0.408 0.704 -1.897 -0.45
O -16.132932 15.111472 27.202517 1.314 -0.222 -1.552 0.26
C -16.836801 15.041765 28.402186 -0.118 -1.343 -0.109 -0.14
N -13.938794 13.840488 28.771318 0.687 -0.121 3.475 -0.38
H -12.038201 13.182930 27.120702 0.330 -0.339 0.039 0.50
H -13.053425 12.964441 25.676663 0.023 0.392 0.373 0.37
H -13.415721 12.032543 27.078069 0.161 -0.494 0.446 0.41
H -13.458015 15.021159 27.139607 -0.429 0.245 -0.356 -0.19
H -15.837532 13.046702 27.091590 0.112 -0.143 0.384 0.08
H -15.165663 13.900004 25.687602 -0.816 0.685 1.502 0.14
H -16.714763 15.948667 28.958546 0.361 0.483 0.541 0.18
H -16.518679 14.139735 28.936060 -0.184 0.336 0.435 0.16
H -17.883664 14.947546 28.169715 -0.731 -0.132 0.049 -0.35
H -14.229090 14.620317 29.389322 0.042 -0.473 -1.039 0.20
H -13.002365 13.590304 29.121206 -0.590 0.085 -0.303 0.32
C -16.339388 10.537551 29.449391 0.615 0.942 -1.448 -1.05
C -15.694666 9.865697 30.582740 -0.773 -1.559 0.118 0.79
C -15.435861 8.427624 30.197341 0.764 -1.634 -0.071 -1.16
O -16.484818 7.814830 29.436354 -0.181 0.110 0.741 0.26
C -16.416690 6.406060 29.573015 0.264 0.564 -2.258 -1.33
N -14.446349 10.491728 30.895053 0.190 0.073 -1.028 -0.69
H -17.294447 10.134038 29.193616 -0.508 -0.372 -0.286 0.20
H -15.639441 10.506495 28.592911 -0.450 -0.142 0.016 0.20
H -16.447428 11.580560 29.666870 -0.297 0.820 0.192 0.34
H -16.412629 9.815076 31.397023 -0.073 0.348 0.564 0.32
H -15.187469 7.783766 31.087052 -0.353 0.596 -0.475 0.31
H -14.547543 8.381301 29.567443 0.339 0.240 -0.055 0.31
H -17.155116 5.950240 28.920744 -0.648 0.154 0.236 0.26
H -16.547708 6.139810 30.580379 -0.068 -0.707 1.374 0.48
H -15.497302 6.012693 29.121078 0.402 0.088 0.576 0.37
H -14.452888 11.431534 30.539235 0.188 0.397 0.015 0.19
H -14.294426 10.504432 31.859028 0.484 0.142 1.654 0.25
C -15.184135 17.036931 24.722518 -1.125 1.284 0.987 -1.19
C -15.480712 18.501798 25.235331 1.297 -1.218 1.040 1.49
C -14.668706 18.767595 26.640478 -0.478 -0.171 -2.075 -0.82
O -14.402108 20.139415 26.709513 0.290 1.305 1.255 -0.41
C -13.899937 20.626314 27.989787 -0.866 -1.615 -0.341 -0.85
N -15.230934 19.435584 24.149699 -0.152 0.614 0.532 -0.53
H -15.787657 16.923448 23.814887 -0.071 -0.333 0.248 0.34
H -15.575355 16.452251 25.578534 0.463 -0.452 -0.918 0.05
H -14.149082 16.794880 24.446444 -0.091 0.324 0.454 0.52
H -16.539958 18.499596 25.530292 0.153 0.327 -0.384 -0.94
H -13.694325 18.287411 26.587697 0.080 -0.699 0.124 0.38
H -15.273871 18.376459 27.477229 0.205 0.173 -0.176 0.51
H -14.625835 21.293068 28.408833 -0.697 0.152 0.396 0.29
H -13.011446 21.199731 27.929408 1.084 0.431 -0.818 0.31
H -13.674105 19.797516 28.690872 -0.358 0.288 -0.371 0.31
H -14.347927 19.211380 23.727755 0.421 -0.221 -0.258 0.25
H -15.099957 20.378458 24.517136 -0.282 -0.126 0.023 0.29